The following is a quantum chemistry calculation of a structure of composition C60H48F6GeNO5P2RuS2, from the OMol25 dataset.

```
126
Properties=species:S:1:pos:R:3:mulliken_charge:R:1
Ru -0.70 -0.35 0.39 0.631
Ge -0.97 3.13 -0.75 2.366
S -2.57 -1.53 2.28 0.290
S -3.95 -0.67 0.11 1.048
P -0.59 -2.19 -1.46 1.933
P 1.10 0.01 1.97 2.145
F -2.35 -2.72 4.58 -0.181
F -5.39 0.22 2.13 -0.235
F -4.12 1.73 1.25 -0.097
F -3.98 -3.46 3.37 -0.157
F -4.14 -1.53 4.35 -0.174
F -5.89 1.08 0.20 -0.212
O -1.32 -2.24 2.02 -0.430
O 1.78 -2.05 0.10 1.085
O -4.80 -1.15 -0.92 -0.678
O -2.70 0.01 -0.34 -0.214
O -2.40 -0.13 2.59 -0.638
N -3.64 -1.79 1.16 -0.173
C -2.80 3.55 -1.25 0.138
C -1.51 -0.39 -3.32 0.231
C -4.91 3.05 -2.32 -0.924
C -0.23 4.49 0.42 -0.384
C -3.69 2.63 -1.81 0.223
C 2.97 2.05 2.51 -0.448
C -4.90 0.70 0.99 0.517
C 4.00 1.97 -0.07 -0.358
C -0.49 -4.68 -0.22 -0.766
C -1.31 -3.73 -0.82 0.684
C 1.30 -3.27 -3.25 -1.169
C 2.36 1.25 1.55 1.761
C -2.14 0.02 -4.48 -0.235
C -2.74 -2.26 -4.95 -0.956
C -2.11 -2.67 -3.79 0.070
C -0.70 3.29 -3.65 -0.455
C 4.46 -5.10 0.14 -1.866
C -1.05 -5.80 0.37 -0.864
C -1.49 -1.73 -2.96 -0.080
C 1.29 2.55 -2.55 0.532
C -3.33 -2.38 3.75 0.429
C -0.61 1.64 0.50 -0.513
C -0.04 2.95 -2.46 -0.226
C -0.91 1.12 5.93 -0.964
C 2.61 -2.16 1.19 -1.028
C 4.58 2.80 0.89 -0.894
C -3.15 4.90 -1.25 -0.948
C 2.23 -1.38 2.28 -0.211
C 0.40 0.46 3.57 1.477
C -0.56 2.12 5.03 -1.163
C -2.42 -5.98 0.36 -0.790
C 0.88 6.21 2.33 -0.616
C 3.27 -3.40 -1.23 0.981
C -2.69 -3.91 -0.82 -0.489
C -4.37 5.32 -1.77 -0.736
C 2.52 -3.87 -3.50 -1.455
C 4.27 -3.59 -0.10 1.720
C 2.90 1.20 0.26 -1.431
C 1.14 4.77 0.43 -0.059
C 4.06 2.83 2.17 -0.909
C 1.06 -2.70 -2.01 0.423
C 0.09 1.80 3.85 -0.848
C 4.09 -2.29 3.49 -1.608
C 3.47 -3.96 -2.50 -0.494
C -5.26 4.39 -2.30 -0.750
C -0.48 5.94 2.35 -0.865
C 0.04 -0.54 4.47 -0.805
C 2.07 -2.72 -1.06 -1.184
C 1.95 2.47 -3.77 -0.824
C -0.05 3.21 -4.87 -0.657
C 1.69 5.62 1.37 -0.679
C -3.24 -5.04 -0.23 -1.038
C 1.27 2.80 -4.94 -0.735
C 5.61 -2.95 -0.49 -1.777
C -1.03 5.09 1.40 -0.117
C -0.60 -0.20 5.65 -0.831
C 2.98 -1.45 3.44 -0.462
C 4.48 -2.99 2.36 -0.192
C 3.76 -2.93 1.17 0.956
C -2.76 -0.91 -5.29 -0.915
H 0.58 -4.55 -0.20 0.498
H 4.52 3.47 2.92 0.490
H 2.73 -0.85 4.30 0.533
H 2.60 2.08 3.53 0.464
H 6.35 -3.10 0.30 0.427
H 2.98 2.15 -3.82 0.480
H -2.09 4.89 1.44 0.404
H -2.09 -3.72 -3.53 0.533
H 2.75 5.83 1.35 0.497
H 1.79 4.32 -0.31 0.269
H -2.86 -6.87 0.82 0.425
H -3.43 1.59 -1.88 0.312
H -0.58 3.48 -5.78 0.450
H -0.88 -0.98 6.35 0.500
H 5.38 -3.59 2.40 0.441
H -2.15 1.07 -4.74 0.391
H -3.23 -2.99 -5.58 0.469
H 5.19 -5.27 0.93 0.404
H -1.03 0.36 -2.69 -0.352
H -4.63 6.37 -1.76 0.437
H -1.11 6.40 3.10 0.464
H -3.27 -0.59 -6.19 0.433
H -3.35 -3.17 -1.26 0.611
H 0.53 -3.25 -4.02 0.533
H 1.83 2.31 -1.65 -0.162
H -4.32 -5.17 -0.24 0.475
H -2.47 5.64 -0.86 0.367
H 3.52 -5.57 0.43 0.350
H -5.59 2.32 -2.75 0.518
H 6.00 -3.40 -1.41 0.397
H -1.42 1.38 6.85 0.423
H 4.40 -4.49 -2.69 0.425
H -0.89 1.96 1.51 0.417
H 5.50 -1.88 -0.66 0.306
H 4.41 1.93 -1.07 0.491
H 5.44 3.40 0.63 0.445
H -0.79 3.16 5.24 0.547
H 2.45 0.55 -0.49 0.681
H -6.21 4.72 -2.70 0.407
H -1.73 3.62 -3.62 0.373
H 1.78 2.74 -5.90 0.395
H 2.72 -4.31 -4.47 0.433
H -0.41 -6.54 0.84 0.494
H 0.36 2.59 3.16 0.599
H 4.83 -5.59 -0.76 0.432
H 0.25 -1.57 4.25 0.505
H 4.67 -2.37 4.40 0.439
H 1.31 6.89 3.07 0.399
```

Output
orbital gap (alpha / beta): 7.34 / 6.92 eV
<S²>: 6.016
net charge: +1
highest occupied orbital energy (alpha / beta): -10.30 / -11.06 eV
spin multiplicity: 5
LUMO (alpha / beta): -2.96 / -4.13 eV


The following is a quantum chemistry calculation of a cluster of 2 separate species, C2H5NS in total in a non-equilibrium geometry, from the OMol25 dataset.

```
9
Properties=species:S:1:pos:R:3:mulliken_charge:R:1
S 1.53 0.53 0.58 0.016
N 0.76 2.43 -1.14 -0.384
C 0.65 1.30 -0.67 -0.069
C 0.29 -0.81 0.98 -0.561
H 0.50 2.87 -2.07 0.298
H -0.33 -0.72 0.02 -0.027
H 0.89 -1.64 1.23 0.336
H -0.89 0.22 -1.32 0.091
H -0.42 -0.42 1.65 0.299
```

Output
orbital gap: 8.50 eV
highest occupied orbital energy: -8.51 eV
ΔE to the lowest compared entry with this formula, charge and spin: 412.43 kJ/mol
LUMO: 0.00 eV